96
Properties=species:S:1:pos:R:3 method="wB97M-V/def2-TZVPD" gap_ev=4.0 homo_energy_ev=-9.76 total_charge=+1 max_force_ev_per_a=2.81 spin_multiplicity=1
Cd -2.9320 1.0347 -1.0682
P 0.7568 0.7141 -0.1426
F 0.6869 0.7976 -1.7554
F -0.9206 0.8209 -0.1831
F 0.7207 -0.8981 -0.2028
F 0.6871 0.5282 1.4909
F 2.3318 0.6725 -0.1845
F 0.7036 2.3062 0.1340
C -1.5206 3.8705 -1.5590
C -2.9650 3.8874 -1.1506
N -3.3341 2.9350 -0.0381
C -4.7744 3.1668 0.2479
C -5.4215 2.3117 1.3371
C -2.4872 3.1087 1.1763
C -2.4840 4.5484 1.7363
H -1.3318 4.3993 -2.4911
H -1.0373 2.8919 -1.6823
H -0.9300 4.3564 -0.7807
H -3.2215 4.8635 -0.7309
H -3.6475 3.6914 -1.9822
H -4.9649 4.2165 0.4785
H -5.3275 3.0320 -0.6849
H -5.3950 1.2644 1.0283
H -4.9121 2.3334 2.3006
H -6.4662 2.5660 1.4954
H -1.4546 2.8787 0.9290
H -2.8699 2.4473 1.9476
H -3.4894 4.9487 1.8928
H -1.9770 5.2911 1.1279
H -2.1032 4.4938 2.7556
C 4.8469 -1.9463 -1.2734
C 4.5500 -2.5504 -2.6570
N 3.3885 -3.4246 -2.6724
C 2.1321 -2.6796 -2.4781
C 1.0846 -3.1339 -3.5093
C 3.4212 -4.5986 -1.8235
C 4.4991 -5.6002 -2.2425
H 5.6637 -1.2248 -1.2973
H 5.0749 -2.7424 -0.5673
H 3.9510 -1.3887 -0.9871
H 4.5255 -1.7507 -3.3991
H 5.4234 -3.1323 -2.9696
H 1.7261 -2.8468 -1.4758
H 2.3203 -1.6165 -2.6202
H 1.4348 -3.0529 -4.5374
H 0.7333 -4.1646 -3.4189
H 0.2036 -2.4945 -3.3663
H 2.4447 -5.0850 -1.8378
H 3.5727 -4.3432 -0.7603
H 4.3649 -5.8585 -3.2933
H 4.2908 -6.5197 -1.6899
H 5.5127 -5.2599 -2.0510
C -5.9988 -0.6514 -0.9858
C -4.7017 -1.4230 -1.2791
N -3.5253 -0.9605 -0.4611
C -3.6935 -1.3415 0.9668
C -2.5912 -0.7947 1.8513
C -2.3571 -1.6852 -1.0928
C -2.2798 -3.1937 -0.8912
H -5.8928 0.4320 -0.8876
H -6.4142 -1.0276 -0.0506
H -6.7281 -0.8114 -1.7781
H -4.9171 -2.4664 -1.0658
H -4.4879 -1.2745 -2.3368
H -4.6359 -0.8912 1.2887
H -3.8286 -2.4054 1.1601
H -2.8219 -1.0038 2.8997
H -1.6878 -1.4011 1.7464
H -2.4276 0.2699 1.7378
H -1.4613 -1.2174 -0.7057
H -2.3549 -1.5654 -2.1823
H -2.1468 -3.4143 0.1712
H -1.4834 -3.6786 -1.4504
H -3.1829 -3.7526 -1.1456
C 3.3824 3.9272 0.1162
C 3.6599 3.9950 1.6371
O 4.3682 5.2369 1.8414
S 4.5620 6.0805 0.5017
O 5.8930 6.5936 0.4143
O 3.4182 6.9029 0.2574
O 4.4248 4.7285 -0.4320
H 2.4301 4.3727 -0.1757
H 3.5006 2.9470 -0.3325
H 4.3241 3.2008 1.9697
H 2.8030 4.1154 2.2956
C 2.4944 -1.2794 3.8004
C 2.6697 -2.2848 2.6880
O 3.4721 -3.3292 3.2177
S 3.4187 -3.3763 4.8426
O 4.7514 -3.3959 5.3629
O 2.5109 -4.4380 5.1967
O 2.7509 -1.9084 5.0638
H 1.4895 -0.8657 3.8082
H 3.2910 -0.5328 3.7596
H 3.2014 -1.8423 1.8452
H 1.7179 -2.6551 2.2982